ORCA calculation (ωB97M-V/def2-TZVPD) on C32H30IrN3O6PS as an isolated structure.

CARTESIAN COORDINATES (ANGSTROEM)
Ir  -0.240  -0.023  0.544
O  -4.771  2.618  -3.018
C  -3.961  2.141  -2.341
C  -3.974  0.664  -1.651
O  -4.862  -0.091  -1.815
C  -2.727  0.619  -0.890
C  -1.946  1.762  -1.029
O  -0.821  1.830  -0.440
C  -2.530  2.784  -1.888
O  -2.186  3.847  -2.258
O  -2.312  -0.345  -0.178
N  2.585  1.239  1.496
P  2.099  0.351  0.142
C  3.289  -0.971  -0.037
C  2.994  -2.209  0.532
C  3.927  -3.232  0.467
C  5.143  -3.021  -0.171
C  5.434  -1.790  -0.746
C  4.507  -0.759  -0.684
C  2.273  1.430  -1.286
C  2.300  2.813  -1.135
C  2.333  3.626  -2.258
C  2.327  3.063  -3.525
C  2.289  1.682  -3.680
C  2.261  0.864  -2.563
C  1.707  1.844  2.380
C  2.166  2.717  3.370
C  1.246  3.320  4.195
C  -0.116  3.061  4.022
C  -0.480  2.184  3.034
N  0.413  1.566  2.237
H  3.569  1.430  1.626
H  2.037  -2.373  1.010
H  3.705  -4.195  0.908
H  5.871  -3.820  -0.220
H  6.383  -1.633  -1.239
H  4.731  0.199  -1.137
H  2.289  3.256  -0.147
H  2.363  4.701  -2.144
H  2.357  3.701  -4.398
H  2.292  1.248  -4.671
H  2.246  -0.213  -2.682
H  3.225  2.915  3.469
H  1.578  4.002  4.966
H  -0.866  3.534  4.638
H  -1.525  1.962  2.844
O  -0.003  -1.998  -0.610
S  0.043  -2.339  -2.104
C  1.409  -3.475  -2.373
C  0.923  -4.281  -3.569
C  -0.524  -4.718  -3.260
C  -1.167  -3.667  -2.337
H  1.493  -4.070  -1.459
H  2.330  -2.919  -2.538
H  1.575  -5.132  -3.752
H  0.949  -3.661  -4.468
H  -0.526  -5.683  -2.756
H  -1.096  -4.834  -4.177
H  -1.349  -4.031  -1.324
H  -2.083  -3.230  -2.727
N  -1.288  -0.903  2.326
C  -0.660  -2.184  2.556
C  0.504  -2.239  3.308
C  1.128  -3.464  3.500
C  0.595  -4.613  2.936
C  -0.575  -4.542  2.185
C  -1.206  -3.326  1.991
H  -1.178  -0.287  3.124
H  -2.272  -1.003  2.096
H  0.906  -1.337  3.759
H  2.025  -3.518  4.104
H  1.073  -5.569  3.102
H  -1.004  -5.443  1.767
H  -2.120  -3.258  1.412

- orbital gap (spin up / spin down) (eV) = 6.82 / 5.30
- E (a.u.) = -2696.3446
- strongest force on any atom (eV Å⁻¹) = 0.37
- relative energy (zero: lowest compared OMol25 entry of this formula, charge and spin) (kJ/mol) = 32.50
- multiplicity = 6
- net charge = +2
- E_HOMO (spin up / spin down) (eV) = -13.17 / -14.07

Want to see where the charge sits? The Löwdin charges in e are:
1. Ir 1.4090
2. O 0.3255
3. C -0.0956
4. C -0.1971
5. O 0.2641
6. C -0.3023
7. C -0.2950
8. O -0.0919
9. C -0.1948
10. O 0.2685
11. O -0.0980
12. N -0.0826
13. P 0.9204
14. C -0.3541
15. C -0.1068
16. C -0.0598
17. C -0.0445
18. C -0.0481
19. C -0.0699
20. C -0.3688
21. C -0.0767
22. C -0.0484
23. C -0.0468
24. C -0.0530
25. C -0.0973
26. C -0.3709
27. C 0.0134
28. C -0.0186
29. C -0.0340
30. C -0.1334
31. N -0.0138
32. H 0.1322
33. H 0.0712
34. H 0.1146
35. H 0.1191
36. H 0.1188
37. H 0.1152
38. H 0.1058
39. H 0.1182
40. H 0.1183
41. H 0.1157
42. H 0.0902
43. H 0.1267
44. H 0.1283
45. H 0.1205
46. H 0.1166
47. O -0.6819
48. S 0.9884
49. C -0.3173
50. C -0.2181
51. C -0.1935
52. C -0.2818
53. H 0.1096
54. H 0.0936
55. H 0.1263
56. H 0.1193
57. H 0.1196
58. H 0.1181
59. H 0.0928
60. H 0.0951
61. N 0.0065
62. C -0.3225
63. C -0.0463
64. C -0.0665
65. C -0.0588
66. C -0.0514
67. C -0.0370
68. H 0.0899
69. H 0.1108
70. H 0.1187
71. H 0.1192
72. H 0.1160
73. H 0.1168
74. H 0.1240